Entry 1:
Molecular formula: C36H46BaBrF4N4O4S3
Method: DFT, ωB97M-V/def2-TZVPD

The geometry in XYZ format:
```
99
Properties=species:S:1:pos:R:3:forces:R:3:mulliken_charge:R:1
Ba -0.443 -0.502 0.850 -0.95 0.54 0.96 1.049
C -3.545 1.558 4.226 -0.01 0.05 0.12 -1.426
C -2.517 0.915 3.305 0.16 -0.03 -0.05 -0.331
N -2.922 0.734 1.909 0.00 -0.43 -0.34 1.183
C -3.265 1.981 1.228 0.02 0.16 0.16 -1.211
C -3.066 1.909 -0.276 0.01 0.04 -0.19 -0.120
C -3.947 -0.300 1.722 -0.12 -0.18 0.05 -1.155
C -3.427 -1.744 1.725 -0.28 0.02 -0.06 -0.779
N -2.653 -1.995 0.530 0.10 0.34 0.19 0.287
C -2.788 -3.057 -0.237 -0.10 0.08 -0.14 -0.662
C -2.014 -3.083 -1.443 -0.03 -0.14 0.04 0.138
F -1.167 -2.038 -1.677 -0.05 -0.07 0.11 0.485
C -2.072 -4.094 -2.362 0.04 -0.04 -0.05 0.013
F -1.291 -4.009 -3.467 -0.01 0.00 0.03 -0.360
C -2.884 -5.209 -2.196 0.06 0.12 -0.01 -0.856
C -3.632 -5.224 -1.034 -0.02 -0.05 0.01 0.212
F -4.432 -6.287 -0.793 0.00 0.01 0.00 -0.355
C -3.604 -4.217 -0.094 0.11 -0.08 -0.03 0.571
F -4.354 -4.396 1.027 0.01 0.03 -0.05 -0.361
H -3.103 1.695 5.213 0.01 -0.02 0.01 0.434
H -4.443 0.950 4.343 0.00 -0.01 -0.02 0.314
H -3.847 2.542 3.864 0.01 0.01 -0.03 0.308
H -2.225 -0.063 3.700 -0.08 0.00 0.04 0.388
H -1.595 1.503 3.319 -0.04 0.08 -0.01 0.093
H -2.620 2.765 1.635 0.01 -0.01 -0.03 0.500
H -4.304 2.279 1.446 0.03 -0.01 0.00 0.260
H -2.017 1.770 -0.551 0.02 -0.01 0.05 -0.474
H -3.379 2.842 -0.748 -0.01 0.00 0.04 0.381
H -3.637 1.101 -0.736 0.00 -0.03 0.02 0.360
H -4.412 -0.148 0.747 -0.01 0.04 0.05 0.382
H -4.747 -0.215 2.474 0.04 0.10 0.03 0.249
H -4.302 -2.390 1.825 0.00 0.01 0.05 0.577
H -2.832 -1.906 2.639 0.05 -0.04 -0.02 0.022
H -2.927 -6.000 -2.926 -0.02 -0.03 -0.01 0.504
O 0.127 3.116 0.612 -0.03 0.00 0.00 -0.376
C 1.434 3.475 0.669 -0.05 0.10 0.00 0.461
C 1.761 4.674 1.301 0.03 -0.07 -0.05 -0.551
C 3.078 5.087 1.374 -0.10 0.06 0.06 -0.382
C 4.086 4.305 0.829 0.07 -0.02 -0.02 -0.928
C 3.750 3.111 0.213 0.03 -0.01 0.02 -0.875
C 2.434 2.678 0.103 0.30 -0.01 0.00 -0.365
C 2.150 1.334 -0.556 -0.04 0.04 0.13 0.971
O 0.854 0.942 -0.494 0.24 0.69 -0.26 -0.020
N 2.608 1.433 -2.005 -0.10 -0.51 -0.20 -0.329
N 2.252 0.216 -2.656 0.68 0.20 0.25 -0.657
C 1.086 0.142 -3.140 -0.32 -0.08 -0.19 -0.906
C 0.033 1.157 -3.317 -0.27 0.17 -0.07 0.232
Br -1.542 0.345 -4.066 0.00 0.10 0.02 -0.120
C 0.078 2.462 -3.055 -0.03 -0.06 -0.16 0.123
C -0.944 3.496 -3.296 0.03 0.16 0.21 -0.026
C -1.179 4.410 -2.260 0.00 -0.12 -0.24 -0.470
C -2.111 5.422 -2.420 0.03 0.00 0.07 -0.767
C -2.797 5.555 -3.619 -0.07 0.14 0.10 -0.405
C -2.548 4.674 -4.656 -0.01 -0.07 -0.14 -0.692
C -1.629 3.648 -4.500 0.04 -0.07 0.11 -0.329
H 0.162 2.232 0.146 0.02 0.00 -0.19 0.230
H 0.961 5.256 1.741 -0.02 0.00 0.00 0.436
H 3.316 6.017 1.876 0.02 0.00 -0.01 0.398
H 5.121 4.613 0.901 0.00 -0.01 -0.01 0.395
H 4.542 2.480 -0.181 0.01 0.00 0.00 0.314
H 2.794 0.585 -0.053 0.05 0.03 -0.09 -0.084
H 3.622 1.379 -1.971 -0.05 0.13 0.04 0.432
H 0.827 -0.821 -3.573 0.11 -0.03 0.00 0.594
H 0.986 2.802 -2.572 -0.02 -0.07 0.06 0.605
H -0.639 4.296 -1.328 -0.01 0.02 0.02 0.623
H -2.292 6.110 -1.604 -0.02 0.02 -0.01 0.414
H -3.519 6.352 -3.746 0.00 0.00 0.00 0.378
H -3.073 4.786 -5.597 0.00 -0.01 -0.01 0.377
H -1.435 2.960 -5.310 0.00 -0.01 -0.05 0.528
C 4.717 -1.642 -0.640 0.05 0.07 -0.09 -0.939
C 4.498 -3.068 -0.159 0.09 -0.17 0.05 -0.395
C 3.221 -3.238 0.657 -0.07 -0.19 0.02 -0.820
S 1.719 -2.968 -0.308 -0.03 0.01 -0.01 1.144
O 0.651 -2.661 0.719 0.56 -1.01 -0.09 -1.051
C 1.306 -4.643 -0.833 0.19 -0.01 0.08 -0.416
C 2.238 -5.210 -1.895 -0.05 -0.23 0.11 -0.650
C 2.357 -4.323 -3.123 0.07 0.07 -0.16 -0.917
H 5.686 -1.550 -1.134 0.00 0.01 0.01 0.487
H 4.697 -0.944 0.199 0.00 0.01 0.04 0.266
H 3.952 -1.332 -1.354 -0.04 0.02 0.00 0.092
H 5.326 -3.380 0.484 0.00 0.05 -0.01 0.445
H 4.511 -3.757 -1.009 -0.02 0.05 0.02 0.099
H 3.156 -2.486 1.448 -0.06 0.05 -0.02 0.199
H 3.142 -4.217 1.136 0.01 0.01 -0.05 0.468
H 0.291 -4.540 -1.217 -0.06 0.06 -0.03 -0.275
H 1.261 -5.254 0.072 0.02 0.04 0.00 0.534
H 1.828 -6.183 -2.181 0.01 0.03 -0.03 0.435
H 3.220 -5.425 -1.463 -0.03 0.07 -0.01 0.287
H 1.374 -4.116 -3.546 -0.05 -0.02 -0.01 0.197
H 2.963 -4.805 -3.891 -0.01 -0.01 -0.01 0.409
H 2.815 -3.359 -2.899 0.03 0.01 0.04 0.186
C 2.192 -0.051 7.050 0.02 0.07 -0.05 -0.759
O 2.236 -0.542 5.717 0.19 -0.02 0.05 -0.282
C 1.614 0.150 4.745 -0.40 0.06 -0.06 -0.072
S 0.728 1.525 5.086 0.02 0.08 0.06 -0.381
S 1.796 -0.567 3.217 0.13 -0.21 -0.24 0.000
H 2.814 -0.736 7.623 -0.01 0.00 0.03 0.225
H 1.169 -0.043 7.427 0.01 -0.01 0.01 0.309
H 2.583 0.966 7.096 -0.01 -0.04 0.05 0.326
```
Positions in Å, forces in eV/Å.

HOMO-LUMO gap   6.7 eV
Net charge   -1
ΔE to the lowest compared entry with this formula, charge and spin   0.282 eV

Entry 2:
Molecular formula: C37H50ClF2N6O8
Method: DFT, ωB97M-V/def2-TZVPD

The geometry in XYZ format:
```
104
Properties=species:S:1:pos:R:3:forces:R:3:mulliken_charge:R:1
C -2.637 -0.033 1.826 -0.58 0.18 -0.39 0.033
C -1.753 0.769 1.825 0.00 0.39 -0.28 -1.668
C -0.655 1.741 1.834 0.19 -1.24 0.37 2.897
C -0.863 2.636 3.074 0.24 0.46 0.09 -2.481
C -1.187 1.995 4.443 -0.30 0.69 1.70 0.315
N -2.640 1.826 4.657 0.15 -0.38 -0.60 -0.684
N -0.718 3.018 5.436 0.20 -0.39 -0.84 -0.543
N -0.552 0.742 4.753 0.29 -0.31 -0.65 -0.549
C 0.604 0.857 1.902 0.93 0.47 0.26 -3.001
C 1.914 1.674 1.887 -0.74 -0.49 0.40 -0.625
Cl 2.280 2.112 3.603 -0.03 0.28 -0.10 -0.147
C 1.984 2.813 0.859 1.60 -0.15 -0.57 1.749
C 2.531 2.151 -0.454 -0.35 0.08 -0.40 -0.895
C 4.015 2.277 -0.798 -0.16 -0.56 -0.23 -1.560
C 2.887 4.015 1.246 0.15 0.37 -0.05 -1.265
C 4.173 3.912 2.108 -0.27 0.13 0.83 -1.241
O 5.001 2.782 2.071 0.42 -0.05 -0.67 -0.576
N 0.613 3.450 0.576 -0.17 -0.12 0.70 0.761
C 0.657 4.489 -0.482 0.53 0.64 -0.74 -1.239
C 0.473 5.895 0.053 -0.14 0.18 0.06 -0.484
N 0.637 6.946 -0.620 -0.01 -0.41 -0.04 -0.647
C -0.612 2.534 0.490 -1.46 0.14 0.00 0.328
C -0.509 1.671 -0.761 0.28 -0.11 -0.47 -0.356
C -1.689 0.817 -1.238 0.17 -0.13 -0.83 -0.753
C -1.225 -0.606 -1.439 0.01 -0.59 -0.03 -0.209
O -0.507 -1.171 -0.643 -0.13 0.12 0.13 -0.642
N -1.726 -1.239 -2.586 0.50 -0.01 0.62 -0.209
C -1.360 -2.612 -2.735 0.37 0.17 -0.84 0.386
C -1.853 -3.590 -1.920 -0.76 -0.34 0.97 -0.203
C -1.468 -4.905 -2.074 0.19 -0.72 0.16 -0.397
C -0.565 -5.287 -3.051 -0.06 0.23 -0.07 -0.563
C -0.106 -4.300 -3.892 0.62 -0.07 -0.66 -0.897
C -0.492 -2.988 -3.745 0.01 0.67 -0.15 -0.440
C -1.886 3.455 0.484 0.02 0.66 -0.13 -1.165
C -2.668 3.805 -0.767 -0.30 -0.21 -0.43 -0.670
C -3.816 3.077 -1.046 -0.25 -0.52 0.35 -0.489
C -4.635 3.347 -2.121 -0.32 -0.01 -0.35 -0.839
C -4.344 4.390 -2.981 0.29 0.20 -0.03 -0.545
C -3.232 5.166 -2.708 0.00 -0.04 -0.03 -1.015
C -2.432 4.874 -1.618 0.88 0.38 0.23 0.293
H -3.532 -0.573 1.642 0.01 -0.43 0.28 0.554
H -0.022 3.305 3.257 0.31 -0.24 -0.03 0.157
H -1.689 3.333 2.942 -0.19 -0.09 -0.30 1.022
H -3.166 2.145 3.851 -0.02 0.07 0.05 0.277
H -2.861 0.838 4.717 -0.02 -0.01 0.01 0.332
H -0.732 2.540 6.328 -0.17 0.25 0.22 0.341
H -1.421 3.748 5.459 0.01 0.07 0.28 0.270
H -1.002 0.262 5.520 -0.10 0.12 0.09 0.299
H 0.427 0.867 4.977 -0.01 0.08 0.06 0.157
H 0.646 0.290 2.821 -0.39 0.00 0.19 0.999
H 0.591 0.083 1.139 -0.07 0.22 -0.44 0.477
H 2.694 0.965 1.640 0.28 0.06 -0.10 1.337
H 2.305 1.088 -0.437 -0.03 -0.13 0.13 0.191
H 1.965 2.500 -1.316 -0.03 0.25 0.06 0.394
H 4.435 3.275 -0.788 0.01 0.12 0.26 0.248
H 4.605 1.594 -0.200 0.29 0.21 0.26 0.392
H 4.135 1.909 -1.815 -0.07 -0.01 -0.13 0.522
H 2.293 4.771 1.768 -0.13 -0.11 0.26 0.326
H 3.178 4.530 0.336 -0.05 -0.14 -0.27 0.634
H 3.901 4.104 3.144 -0.17 -0.06 0.06 0.440
H 4.797 4.762 1.841 0.12 -0.01 -0.31 0.517
H 4.528 1.954 1.980 -0.23 0.06 0.26 0.373
H 0.429 3.985 1.432 0.00 -0.16 0.07 0.659
H 1.611 4.507 -0.998 0.25 -0.34 0.26 0.749
H -0.035 4.283 -1.289 -0.46 -0.18 0.27 0.854
H 0.185 5.999 1.103 -0.04 0.02 0.08 0.508
H 0.906 6.711 -1.581 0.01 0.25 0.00 0.279
H -0.231 2.303 -1.604 -0.17 0.29 0.02 0.976
H 0.320 0.977 -0.704 0.09 0.03 0.45 0.368
H -2.055 1.157 -2.204 -0.11 0.31 0.03 0.294
H -2.553 0.767 -0.592 0.02 0.07 0.26 0.120
H -1.514 -0.703 -3.419 -0.50 0.13 -0.05 0.395
H -2.558 -3.357 -1.132 0.00 0.17 0.00 0.433
H -1.851 -5.668 -1.414 -0.15 0.05 0.17 0.321
H -0.218 -6.300 -3.177 -0.18 -0.01 0.14 0.634
H 0.593 -4.546 -4.679 0.02 -0.04 -0.09 0.409
H -0.117 -2.230 -4.422 0.11 -0.01 -0.05 0.318
H -2.626 3.008 1.138 0.05 -0.38 0.07 0.858
H -1.655 4.390 1.002 0.17 0.08 -0.02 0.665
H -4.098 2.261 -0.393 -0.02 -0.05 0.11 0.366
H -5.512 2.743 -2.298 -0.06 -0.08 0.06 0.436
H -4.944 4.623 -3.846 -0.21 -0.11 0.00 0.418
H -2.975 6.005 -3.335 -0.02 0.10 -0.07 0.445
H -1.593 5.528 -1.426 -0.06 0.16 -0.01 0.481
C -1.864 -8.942 0.564 0.02 0.14 0.29 -0.417
C -1.677 -10.273 -0.126 -0.31 -0.02 -0.16 0.283
O -1.281 -9.883 -1.431 0.29 0.04 0.25 -0.313
C -0.657 -8.682 -1.323 -0.02 0.01 -0.17 0.638
O 0.015 -8.192 -2.168 -0.01 -0.09 0.14 -0.493
O -0.903 -8.121 -0.113 -0.06 -0.16 -0.03 -0.274
F -2.833 -10.970 -0.199 0.05 0.02 -0.06 -0.284
H -2.865 -8.541 0.401 -0.04 -0.13 -0.09 0.276
H -1.661 -8.979 1.631 0.18 0.11 -0.05 0.270
H -0.904 -10.906 0.311 -0.07 -0.09 -0.01 0.296
C 3.555 -6.144 -1.199 -0.16 -0.32 0.05 -0.274
C 3.190 -4.696 -1.416 0.23 0.19 0.12 0.710
O 4.200 -4.252 -2.303 -0.25 -0.21 -0.14 -0.318
C 4.600 -5.341 -3.030 0.18 -0.09 -0.08 0.624
O 5.235 -5.286 -4.026 0.02 0.04 0.04 -0.497
O 4.157 -6.485 -2.451 -0.06 0.22 0.09 -0.318
F 3.267 -3.976 -0.265 -0.04 0.04 -0.08 -0.306
H 4.286 -6.260 -0.397 0.01 0.17 0.02 0.275
H 2.693 -6.775 -0.994 0.02 -0.07 -0.24 0.180
H 2.217 -4.538 -1.886 -0.09 0.08 0.21 -0.069
```
Positions in Å, forces in eV/Å.

HOMO-LUMO gap   8.7 eV
Net charge   +1

Entry 3:
Molecular formula: C2H7NO
Method: DFT, ωB97M-V/def2-TZVPD

The geometry in XYZ format:
```
11
Properties=species:S:1:pos:R:3:forces:R:3:nbo_charge:R:1
C 1.166 0.514 0.854 -1.81 0.44 -2.01 -0.038
N 0.459 -0.170 0.052 0.47 0.05 -0.01 -0.425
C 0.517 -1.615 0.090 -0.88 -1.18 0.35 -0.462
H 1.044 1.575 0.780 0.00 0.65 0.00 0.174
H 1.840 0.192 1.576 1.28 -1.20 1.34 0.148
H 0.313 -1.920 1.118 0.06 -0.25 0.12 0.195
H 1.482 -2.057 -0.175 -0.05 0.32 -0.20 0.207
H -0.297 -2.121 -0.518 1.03 0.94 0.42 0.206
O -1.843 1.307 -0.951 1.98 -2.84 0.54 -0.951
H -1.197 0.528 -1.221 -1.69 2.48 0.47 0.485
H -1.745 1.137 0.019 -0.38 0.59 -1.01 0.460
```
Positions in Å, forces in eV/Å.

HOMO-LUMO gap   10.9 eV
Net charge   0
Structure (SMILES)   C=NC.O
ΔE to the lowest compared entry with this formula, charge and spin   1.502 eV

Entry 4:
Molecular formula: H8IO4
Method: DFT, ωB97M-V/def2-TZVPD

The geometry in XYZ format:
```
13
Properties=species:S:1:pos:R:3:forces:R:3:nbo_charge:R:1
I -0.245 1.142 -0.225 0.04 0.24 -0.25 -0.949
O -3.584 0.051 0.808 -0.70 0.53 -0.61 -0.958
H -4.252 0.759 0.772 0.44 -0.44 0.07 0.464
H -3.057 0.206 0.002 0.09 0.22 0.40 0.488
O 2.035 -1.428 -1.345 0.07 1.10 -1.17 -0.951
H 2.310 -1.241 -2.262 0.16 -0.68 0.37 0.444
H 1.601 -0.557 -1.209 -0.29 -0.57 0.80 0.486
O -1.456 -1.733 1.350 0.30 -1.29 0.77 -0.970
H -2.068 -1.331 0.742 0.13 0.49 0.02 0.477
H -0.736 -1.123 1.537 -0.26 0.33 -0.52 0.488
O 3.345 1.541 0.201 1.08 0.14 0.23 -0.961
H 3.654 2.328 -0.255 -0.13 0.00 -0.02 0.451
H 2.459 1.392 -0.120 -0.92 -0.07 -0.10 0.492
```
Positions in Å, forces in eV/Å.

HOMO-LUMO gap   7.7 eV
Net charge   -1
ΔE to the lowest compared entry with this formula, charge and spin   0.782 eV